(1)
C44H38Cl2N3O4P2Pt | the ωB97M-V functional and the def2-TZVPD basis

Element x y z (Å)
H 1.05 -2.14 -5.42
C -1.94 0.42 2.89
C 3.54 0.41 -2.41
C 1.62 -1.01 3.73
C 0.37 4.13 -4.38
C 3.97 -2.02 -1.27
H -5.18 1.35 2.98
H 4.58 -0.35 -4.13
C 5.08 -2.86 -3.42
H -0.20 -1.65 -0.68
C -1.58 2.96 -5.14
C -1.75 -2.30 1.86
H -0.30 1.57 3.66
N 3.07 0.17 -1.19
C 3.28 -1.01 -0.63
C -1.85 1.22 -1.09
C -2.47 -2.22 0.68
C -1.38 1.54 3.50
C -0.40 -1.46 4.99
H -0.81 4.72 -6.07
C -1.80 -3.45 2.63
H -3.91 -5.28 0.72
H -2.63 -5.42 2.81
C 0.74 -2.04 -4.39
H 1.33 3.31 -2.64
C 0.35 -1.59 6.14
H -1.25 -3.52 3.56
C -1.92 2.19 -0.08
C -4.31 2.21 -0.30
C -0.68 4.00 -5.27
H -2.95 -0.11 -2.35
C -3.25 -3.29 0.26
C 1.73 -1.42 6.10
H 6.23 -4.52 -3.32
C -1.43 2.04 -4.12
C 2.36 -1.13 4.90
H -2.40 2.85 -5.83
C -3.30 -4.44 1.03
C 4.23 -0.54 -3.13
C -3.02 0.68 -1.62
H -2.44 -1.32 0.09
C -3.16 2.69 0.29
H -3.81 -3.23 -0.65
H 2.09 -0.76 2.80
H -2.12 1.22 -4.03
C -0.38 2.16 -3.22
Cl 1.48 4.15 2.42
H -3.76 -0.52 2.24
H 3.36 1.39 -2.82
Cl 2.51 3.70 -0.22
N 5.79 -3.80 -2.77
H 0.38 -3.87 -1.58
H 0.42 0.08 -4.54
H 0.96 -4.12 -3.96
C 0.39 -0.79 -3.90
H 2.30 -1.49 7.01
C 3.43 2.30 1.97
O 4.39 2.31 2.70
C -3.55 2.51 3.73
C -4.12 1.40 3.12
H -3.22 3.48 1.03
H 2.89 -1.14 0.37
H 3.43 -0.99 4.87
C -3.31 0.35 2.70
H -1.47 -1.57 5.02
H 6.07 -3.71 -1.80
C -2.18 2.58 3.92
C -2.58 -4.52 2.21
H 1.08 4.94 -4.49
C 0.52 3.21 -3.35
C 0.37 -3.01 -2.23
H -0.14 -1.81 7.08
H -5.27 2.64 -0.04
H -0.73 3.62 0.77
H -4.18 3.33 4.05
O 0.03 -0.33 1.15
C -4.25 1.18 -1.22
Pt 1.33 1.39 -0.17
H -0.60 2.11 1.44
C 0.71 -3.15 -3.56
H -1.74 3.44 4.40
C 0.03 -1.76 -1.73
O 2.75 1.35 1.57
H 3.68 4.53 1.63
H 4.11 -2.98 -0.79
C 4.44 -1.80 -2.56
N -0.72 2.62 0.56
O 4.91 -2.87 -4.61
C 0.24 -1.17 3.79
C 2.93 3.75 1.48
C 0.01 -0.65 -2.57
P -0.76 -0.84 2.31
H -5.16 0.77 -1.64
P -0.21 0.99 -1.84

total charge	+1
HOMO-LUMO gap (spin up / spin down)	7.663 / 7.707	eV
calculated total energy	-3887.0347	Ha
2S+1	3

These are the Mulliken partial charges, in e, on atoms 1 to 6: H 0.461; C 0.266; C -0.485; C -0.073; C -0.752; C -0.958

(2)
C44H38Cl4CuF12N8O20S4 | the ωB97M-V functional and the def2-TZVPD basis

Element x y z (Å)
H -3.87 -5.54 -2.05
H 3.28 -4.87 1.20
C -0.96 -3.99 -1.54
F 2.42 4.08 -3.87
F 0.92 -1.11 -0.16
C 6.11 4.85 -0.93
Cl -5.41 4.31 -4.69
F -0.79 -0.89 1.20
F -1.22 3.88 -1.70
H -3.03 -1.14 -0.90
H -4.94 -3.95 1.56
C 4.62 -2.09 2.54
O 1.16 1.72 -2.35
C 2.36 -2.27 6.04
Cl -5.97 3.39 -1.56
H 3.23 -4.31 -3.08
C 1.27 -1.96 5.26
C -5.29 1.92 3.56
O -8.13 3.23 1.82
O 4.43 5.38 -2.98
C -5.10 -1.55 -1.43
C -1.98 -4.89 -1.40
C -6.01 1.55 1.23
F 0.95 4.34 -1.66
S 4.37 4.65 -1.72
N -7.58 2.68 2.79
H -4.47 0.89 -0.01
H 4.51 -5.92 3.30
F 2.32 2.23 -4.90
C -3.81 0.94 2.00
C 2.86 -2.17 -3.21
C 4.58 -4.89 2.98
C 3.95 -2.96 1.69
C 1.30 8.14 1.80
H 0.81 -3.04 -6.35
H 0.49 -5.23 4.39
H -0.43 7.04 0.90
Cl 1.48 7.34 3.34
O -0.10 -4.49 0.55
O -8.06 2.58 3.89
C 0.99 -4.39 4.85
N 4.57 -0.61 2.33
O 1.80 1.19 2.66
H -5.47 2.29 4.56
H 3.34 -2.50 0.93
C 1.47 -2.85 -5.52
H -3.19 4.03 -3.86
O -6.14 -0.51 -3.15
O 4.51 1.17 -3.55
F 6.96 4.42 -1.79
H 3.00 -1.53 6.51
H -4.08 -3.70 -3.75
C -1.00 -2.96 -2.54
O 4.85 0.15 3.23
H -7.18 -2.21 -1.65
O -0.24 -0.38 4.57
N 3.71 -1.81 -2.06
Cl 0.82 8.02 -0.89
O 1.48 0.32 5.73
C -6.19 -3.10 -0.06
H -3.64 3.82 -1.43
O 4.52 -2.61 -1.68
O 3.42 5.16 -0.71
C 0.60 -3.06 4.59
C 2.11 -3.88 -4.85
H -0.24 -2.80 3.95
O 1.31 -3.80 -1.00
H 5.91 -4.48 4.66
O -4.13 0.18 -2.71
C -3.88 -2.57 0.43
S 0.46 1.82 -1.04
H 2.29 8.39 1.43
H -6.96 -3.80 0.23
C -4.75 1.12 1.01
H -2.97 -2.56 1.02
C -6.29 1.99 2.53
C -6.25 -2.25 -1.09
Cu 3.69 1.48 -0.52
C -4.07 1.28 3.34
C -5.03 -3.32 0.69
O 5.83 3.25 -3.90
C -3.90 -1.74 -0.67
O -0.36 1.74 1.73
H 3.78 -3.71 6.80
H -2.26 -2.13 -4.13
C 1.53 -1.55 -5.08
F -0.19 4.12 0.27
H -2.03 -5.54 -0.54
S 0.94 1.12 1.49
C -4.45 4.13 -2.08
H -0.23 -2.22 -2.72
C 5.32 -4.11 3.84
C 5.30 -2.69 3.65
C -2.13 -2.89 -3.36
H 1.04 -0.79 -5.68
O -0.80 1.03 -0.95
H 1.98 -4.92 -5.13
C 0.55 -0.73 1.11
H -3.27 1.24 4.06
H -2.86 0.53 1.71
O 4.14 -0.17 1.28
F 6.42 6.14 -0.66
C 2.86 -3.58 6.25
C 2.10 -4.60 5.68
C 3.11 3.22 -4.54
H 2.41 -0.12 -3.79
N 0.77 -0.56 5.22
C 2.83 -3.52 -3.71
C -3.09 -4.83 -2.27
C 2.24 -1.17 -3.97
O 3.54 -0.74 -1.51
N -5.10 -0.52 -2.47
H 2.43 -5.63 5.67
C -0.03 3.71 -1.04
C 3.91 -4.32 1.89
H -4.28 2.69 -3.48
H -6.70 1.66 0.40
C 0.62 7.29 0.70
C -4.19 3.78 -3.50
F 1.21 -1.54 1.98
S 4.60 2.61 -3.41
F 6.17 4.08 0.19
H 5.85 -2.08 4.36
N 0.19 -4.12 -0.61
N 1.72 1.54 0.18
F 3.59 3.71 -5.66
H 0.76 9.08 1.97
H -4.49 5.22 -2.02
C -3.15 -3.84 -3.22
N 4.18 3.04 -1.77
H 1.14 6.36 0.51

HOMO-LUMO gap (spin up / spin down)	7.858 / 4.146	eV
calculated total energy	-9913.9287	Ha
ΔE to the lowest compared entry with this formula, charge and spin	0.0	kJ/mol
2S+1	2

These are the Mulliken partial charges, in e, on atoms 1 to 6: H 0.422; H 0.504; C -0.043; F -0.197; F 0.284; C 0.644

(3)
C44H38F3MgP2S2 | the ωB97M-V functional and the def2-TZVPD basis

Element x y z (Å)
H 0.73 1.97 -2.86
H -1.69 5.61 -0.26
F -8.77 -3.75 2.04
H -3.49 4.68 1.09
C 2.56 -1.20 2.54
H 5.46 0.88 4.02
H 4.13 2.34 -1.24
C 3.23 1.30 -5.05
H 2.59 -2.27 4.40
F -9.10 -2.50 0.30
H -7.33 -0.90 0.19
F -8.28 -4.49 0.08
H -3.01 2.03 -0.36
H -2.78 4.78 -1.37
C 4.03 0.26 -0.80
Mg -0.22 0.14 0.72
C 6.44 0.03 -2.16
P 2.45 0.29 0.15
C -0.84 -4.81 -3.18
H 1.75 -1.78 2.11
H 6.33 -2.06 -1.69
C 4.62 1.38 -1.36
C 0.14 -2.31 -2.44
C -6.86 -2.84 0.99
H -4.32 3.17 -0.71
C -2.17 2.43 2.56
C -0.42 -3.16 -1.48
H 2.00 1.88 4.10
C -6.55 -1.54 0.61
H 3.84 1.77 -5.81
C 3.03 -1.47 3.82
C 2.64 -0.66 -3.78
C -3.66 2.80 0.07
C -4.58 -3.18 1.68
H 4.16 -0.62 -5.29
H 0.73 0.96 4.92
C 0.18 -2.71 -3.77
C -0.91 -4.40 -1.85
H -1.35 -5.05 -1.11
P 0.62 -0.66 -1.79
H -4.28 2.34 0.84
H 1.12 2.60 5.46
C 4.17 0.57 2.33
C 1.50 1.42 -3.39
C 4.64 0.30 3.60
H 4.59 1.39 1.75
C 1.40 -1.01 -0.27
H -3.15 1.97 2.52
C -1.82 -0.88 1.56
S 1.81 2.16 0.32
C -4.26 -1.87 1.30
C -1.84 3.47 1.70
C 0.30 3.61 2.82
C 4.65 -0.98 -0.92
C -0.30 -3.96 -4.13
H -1.23 -5.78 -3.47
H -0.27 -4.27 -5.17
C -5.87 -3.66 1.53
S -1.10 0.36 -1.76
H 4.17 -1.85 -0.49
H -6.12 -4.67 1.82
C -5.27 -1.06 0.76
C 4.07 -0.73 4.35
H 0.57 -2.04 -4.52
C -1.26 1.95 3.49
H -5.01 -0.06 0.45
H -1.55 1.12 4.13
C 5.85 -1.09 -1.60
H -0.47 -2.83 -0.45
H 1.28 4.07 2.90
H 2.15 3.09 -4.57
H -1.27 4.01 -0.89
C 1.66 0.06 -3.11
C -2.81 3.95 0.62
H -3.81 -3.82 2.10
H -0.29 4.89 1.24
H 7.38 -0.06 -2.69
H 4.44 -0.94 5.35
C 0.00 2.51 3.62
C -2.09 4.64 -0.54
H 2.79 -1.71 -3.55
C 1.02 1.95 4.58
C -0.59 4.07 1.87
C 2.28 2.03 -4.35
H 6.28 2.14 -2.48
C -2.94 -1.35 1.43
C 5.82 1.27 -2.04
C 3.12 -0.17 1.79
C 3.41 -0.05 -4.76
C -8.24 -3.38 0.85

total charge	-1
HOMO-LUMO gap	7.204	eV
calculated total energy	-3678.4079	Ha
ΔE to the lowest compared entry with this formula, charge and spin	0.0	kJ/mol

These are the Mulliken partial charges, in e, on atoms 1 to 6: H 0.223; H 0.364; F -0.264; H 0.200; C -0.147; H 0.377

(4)
C44H39AsINOPS5Ta | the ωB97M-V functional and the def2-TZVPD basis

Element x y z (Å)
H -1.89 3.88 3.01
C 1.58 -2.90 -4.75
N -1.26 -3.27 2.48
H -4.52 -0.60 2.69
H -5.72 -4.68 2.30
H -1.06 -5.16 1.62
H 2.04 -4.98 -4.54
H 1.26 -2.99 -5.79
C -4.63 -3.86 0.64
H -6.09 3.06 2.89
C 6.55 -0.14 1.22
H 7.68 -0.12 -1.14
Ta -0.50 0.10 -0.21
H 2.26 4.86 -1.78
S -1.12 1.64 -1.93
C -5.22 -3.81 1.90
C 1.54 -1.65 -4.14
H -5.68 1.17 1.36
C -4.00 -2.74 0.11
As -3.15 0.03 0.11
H -2.76 -3.68 3.92
H 2.12 2.61 -0.82
C -1.71 -3.88 3.74
C -2.49 2.20 1.81
H 2.26 5.17 -4.24
H -6.71 1.75 -4.10
H -1.11 -3.53 4.58
H -4.67 -4.77 0.06
H -4.19 4.41 3.72
H 3.97 -0.11 3.36
C -4.01 3.57 3.06
H 2.04 0.95 -4.78
C -3.55 1.42 1.37
C -2.72 3.28 2.67
C 5.84 -0.10 -0.01
C 1.95 -1.50 -2.82
H -2.30 -1.49 4.13
C -1.59 -1.05 3.43
C 2.42 -3.87 -2.73
C -4.85 1.74 1.74
S -1.03 0.50 -3.67
H -6.58 -0.65 -3.52
C 2.06 1.79 -4.11
C 4.50 -0.11 2.42
C -5.08 2.81 2.59
C -5.17 -2.63 2.63
C 2.01 -4.01 -4.06
C 2.03 1.61 -2.73
H -5.10 -1.40 -1.73
H -5.32 3.40 -2.87
C -3.96 -1.55 0.84
H 6.53 -0.04 -3.33
H 4.10 0.02 -3.43
C 2.12 2.72 -1.90
C 2.39 -2.63 -2.12
C -0.81 -4.14 1.37
C -5.26 2.35 -2.63
S -0.80 1.88 1.35
H -2.01 -0.13 3.02
C 4.41 -0.07 -0.05
H 0.27 -4.05 1.23
C -4.41 1.92 -1.62
P 1.96 0.03 -1.82
C 5.97 -0.05 -2.41
H 6.45 -0.16 3.35
I 1.78 -0.08 1.66
H -3.56 -2.80 -0.87
H 2.16 3.19 -5.72
C -6.04 1.42 -3.32
H -1.32 -3.86 0.45
C -5.97 0.07 -2.99
H 7.63 -0.16 1.18
H -1.57 -4.96 3.66
C 6.59 -0.09 -1.21
H -5.64 -2.57 3.60
H -3.82 2.65 -1.08
S -1.97 -1.25 -3.23
C 2.20 4.17 -3.82
C -4.34 0.57 -1.30
S -1.01 -1.91 -1.52
C 2.20 4.00 -2.44
H -0.68 -0.78 3.98
C 3.77 -0.02 -1.33
C -1.21 -1.97 2.32
H 2.73 -2.54 -1.10
C 5.91 -0.14 2.41
C 3.82 -0.08 1.24
H 2.78 -4.73 -2.18
H 1.19 -0.81 -4.71
O -0.72 -1.50 1.24
C 4.57 -0.01 -2.45
C -5.12 -0.35 -1.98
C 2.14 3.07 -4.65
C -4.54 -1.51 2.11

total charge	+2
HOMO-LUMO gap	6.151	eV
calculated total energy	-6752.4850	Ha
ΔE to the lowest compared entry with this formula, charge and spin	96.2	kJ/mol

These are the Mulliken partial charges, in e, on atoms 1 to 6: H 0.526; C -0.968; N 0.447; H 0.433; H 0.430; H 0.386